No. 1
Here is the ion C5H16N6 with charge +2 in a non-equilibrium geometry from the OMol25 dataset. Energies are from wB97M-V/def2-TZVPD.

The calculation puts the total energy at -527.96102 Eh. Its SMILES is C[N+]1=C(N)[C@H](N)[C@@](C)([NH3+])N1N. Its charge is +2. The energy relative to the best compared isomer or geometry (same formula, charge and spin) comes out at 10.1 kcal/mol.

Element x y z (Å)
C  -1.4266  -0.5797  0.2340
C  -0.2538  -1.3965  -0.2183
C  0.8387  -0.2745  -0.3945
C  1.6030  0.0959  0.8142
C  -2.0204  1.8920  0.0726
N  -2.3941  -1.0255  0.9936
N  -1.2681  0.6921  -0.0404
N  -0.0004  0.7678  -0.8517
N  1.7999  -0.6541  -1.4963
N  -0.2002  -2.2082  0.9884
N  0.6508  1.9469  -0.8890
H  -0.5623  -1.9903  -1.0533
H  1.0510  0.5435  1.5844
H  2.3690  0.8283  0.6401
H  2.0937  -0.7170  1.3342
H  -3.0652  1.5411  0.3270
H  -1.6864  2.5438  0.8843
H  -1.9343  2.3230  -0.9828
H  -3.0192  -0.4547  1.5282
H  1.6260  -0.9505  -2.5017
H  2.4007  -1.3841  -1.1487
H  -2.3123  -2.0459  1.2565
H  -0.0203  -1.5563  1.7345
H  0.5954  -2.8090  1.1629
H  0.8028  2.3805  0.0208
H  0.2539  2.5633  -1.5585
H  2.3849  0.1126  -1.5529

No. 2
Here is a cluster of 2 separate species, C5H16NO in total in a non-equilibrium geometry from the OMol25 dataset. Energies are from wB97M-V/def2-TZVPD.

The calculation puts the total energy at -329.87872 Eh. Its charge is +1. The energy relative to the best compared isomer or geometry (same formula, charge and spin) comes out at 1.3 kcal/mol.

Element x y z (Å)
C  -0.8566  -1.5219  -0.9177
C  0.3947  -0.9670  -0.2579
C  0.6874  0.5265  -0.4731
C  1.4115  0.6740  -1.8270
C  -0.5718  1.3937  -0.4534
N  0.2476  -1.2198  1.2536
H  -0.7985  -1.2522  -1.9756
H  -1.7387  -1.0191  -0.5150
H  -0.9295  -2.5986  -0.7974
H  1.2590  -1.5256  -0.5212
H  1.3745  0.8464  0.3178
H  1.7816  1.6894  -1.8693
H  0.6749  0.6158  -2.6356
H  2.2139  -0.0394  -1.9863
H  -0.3174  2.4480  -0.3445
H  -1.2267  1.1443  0.3705
H  -1.1198  1.3204  -1.3966
H  -0.4625  -0.5697  1.6278
H  1.1293  -1.0522  1.7436
H  -0.0245  -2.1768  1.4784
H  -1.3761  0.6158  3.6003
H  -0.8609  1.8162  2.7818
O  -0.8912  0.8518  2.7969

No. 3
Here is a cluster of 2 separate species, C5H16NO in total in a non-equilibrium geometry from the OMol25 dataset. Energies are from wB97M-V/def2-TZVPD.

The calculation puts the total energy at -329.83653 Eh. Its charge is +1. The energy relative to the best compared isomer or geometry (same formula, charge and spin) comes out at 27.8 kcal/mol.

Element x y z (Å)
C  0.6210  0.3238  1.7266
C  0.4034  -0.7011  0.5993
C  0.9403  -0.1297  -0.8450
C  2.5167  -0.2143  -0.8915
C  0.3239  1.1975  -1.1893
N  -1.0778  -1.0117  0.5722
H  1.6881  0.6029  1.8487
H  0.0318  1.1658  1.4179
H  0.1393  0.0419  2.6859
H  0.9707  -1.6046  0.7508
H  0.3776  -0.9375  -1.5156
H  2.9337  -0.0817  -1.8953
H  3.0082  0.5120  -0.2855
H  2.7451  -1.2507  -0.5478
H  0.4427  1.2035  -2.3080
H  -0.7009  1.2109  -0.8399
H  0.8265  2.1976  -0.8099
H  -1.8303  -0.3262  0.6190
H  -1.2563  -1.6017  -0.3047
H  -1.2578  -1.6096  1.4425
H  -4.3614  -0.3274  -0.1921
H  -3.9299  1.0802  0.1450
O  -3.5545  0.2600  -0.1832

No. 4
Here is a cluster of 2 separate species, C5H16NO in total in a non-equilibrium geometry from the OMol25 dataset. Energies are from wB97M-V/def2-TZVPD.

The calculation puts the total energy at -329.81828 Eh. Its charge is +1. The energy relative to the best compared isomer or geometry (same formula, charge and spin) comes out at 39.3 kcal/mol.

Element x y z (Å)
C  1.9673  -1.1199  -1.0578
C  0.8901  -0.6330  -0.0683
C  0.2707  0.7657  -0.3369
C  -0.3404  1.5016  0.8765
C  -1.8453  1.3588  1.2048
N  1.6392  -0.6079  1.3231
H  1.4571  -0.9957  -2.0125
H  2.8319  -0.4790  -1.1478
H  2.0835  -2.2029  -1.0379
H  0.2179  -1.5119  0.0720
H  -0.5125  0.6349  -1.0586
H  1.0932  1.3977  -0.6827
H  -0.0362  2.5390  0.8144
H  0.2380  1.3035  1.7772
H  -2.1925  2.3554  1.1494
H  -1.9410  1.0429  2.2418
H  -2.4556  0.8605  0.4222
H  2.6448  -0.5634  1.1396
H  1.4612  0.2276  1.8814
H  1.3261  -1.4029  1.8940
H  -2.1699  -0.2130  -1.6588
H  -2.8570  -1.4775  -1.2040
O  -2.2790  -1.1461  -1.9000

No. 5
Here is a cluster of 3 separate species, C5H16NO2S in total in a non-equilibrium geometry from the OMol25 dataset. Energies are from wB97M-V/def2-TZVPD.

The calculation puts the total energy at -803.46839 Eh. Its charge is -1. The energy relative to the best compared isomer or geometry (same formula, charge and spin) comes out at 56.9 kcal/mol.

Element x y z (Å)
C  -0.8238  -0.1715  1.7327
N  0.1792  -0.4802  0.6171
C  -0.1912  -0.2424  -0.8032
C  1.0910  0.2963  -1.6502
S  0.7598  0.2227  -3.4342
C  -0.1520  0.1173  3.1018
C  0.6623  1.5072  3.1784
H  -1.4883  -1.0980  1.6613
H  -1.4375  0.7498  1.4567
H  1.1073  -0.3732  1.0015
H  -0.8372  0.6782  -0.7793
H  -0.5329  -1.1228  -1.3602
H  1.2154  1.3663  -1.3313
H  2.1326  -0.0191  -1.4870
H  0.6159  -0.8090  3.4220
H  -0.9571  0.1191  3.7966
H  0.2151  2.4042  2.6315
H  1.2136  1.4776  4.1242
H  1.5862  1.4745  2.5095
H  -0.9034  -3.7236  0.3088
H  0.3524  -3.2245  1.0901
O  -0.1639  -4.0857  0.9393
H  -1.2333  2.9137  -1.3015
H  -2.0527  1.7845  -1.1081
O  -1.8267  2.6055  -0.6098

No. 6
Here is a cluster of 2 separate species, C5H16NS in total in a non-equilibrium geometry from the OMol25 dataset. Energies are from wB97M-V/def2-TZVPD.

The calculation puts the total energy at -652.32951 Eh. Its multiplicity is 2. Its charge is +2. The energy relative to the best compared isomer or geometry (same formula, charge and spin) comes out at 10.4 kcal/mol.

Element x y z (Å)
C  2.5184  -0.0419  1.4842
S  1.1093  1.1156  1.4765
C  1.4677  2.1730  0.0268
H  3.4143  0.5102  1.7300
H  2.6245  -0.5521  0.5182
H  2.3318  -0.7667  2.2987
H  0.6537  2.9134  -0.1256
H  2.4025  2.7058  0.1718
H  1.5147  1.5563  -0.8905
C  -2.0075  0.8998  -1.1981
C  -1.3463  -0.4688  -1.1792
N  -1.1450  -0.8860  0.2075
C  -0.6821  -2.3679  0.2820
H  -1.2978  1.6127  -0.7672
H  -2.1694  1.2383  -2.2375
H  -2.9546  0.9741  -0.6564
H  -2.0098  -1.1270  -1.6930
H  -0.3199  -0.5035  -1.6927
H  -1.9526  -0.7859  0.8195
H  -0.4361  -0.2019  0.5649
H  -1.4908  -2.9620  -0.1473
H  -0.4851  -2.6215  1.3205
H  0.2601  -2.4140  -0.3129

No. 7
Here is a cluster of 2 separate species, C5H16NS2 in total from the OMol25 dataset. Energies are from wB97M-V/def2-TZVPD.

The calculation puts the total energy at -1051.00689 Eh. Its charge is +1. The energy relative to the best compared isomer or geometry (same formula, charge and spin) comes out at 3.9 kcal/mol.

Element x y z (Å)
C  -1.5599  0.6761  1.3171
C  -1.9498  -0.3554  0.2777
C  -3.2443  -0.0513  -0.4506
N  -0.8304  -0.4212  -0.7358
H  -0.6098  0.4345  1.7842
H  -1.4933  1.6812  0.8840
H  -2.3309  0.7171  2.0817
H  -1.9806  -1.3462  0.7301
H  -3.1789  0.8944  -0.9816
H  -4.0596  0.0160  0.2686
H  -3.4992  -0.8494  -1.1509
H  0.0605  -0.7605  -0.3043
H  -1.0437  -1.0130  -1.5396
H  -0.6404  0.5212  -1.0817
C  2.5748  -0.0445  1.6953
S  2.0418  -1.3535  0.5687
S  3.3556  -1.1739  -0.9968
C  2.6867  0.2472  -1.9016
H  3.5895  -0.2490  2.0244
H  2.5171  0.9380  1.2402
H  1.9109  -0.0775  2.5627
H  2.5606  1.1015  -1.2400
H  3.3874  0.4877  -2.7024
H  1.7359  -0.0196  -2.3494

No. 8
Here is a cluster of 3 separate species, C5H16O3 in total in a non-equilibrium geometry from the OMol25 dataset. Energies are from wB97M-V/def2-TZVPD.

The calculation puts the total energy at -425.77034 Eh. Its SMILES is CC(C)CCO.O.O. The energy relative to the best compared isomer or geometry (same formula, charge and spin) comes out at 25.3 kcal/mol.

Element x y z (Å)
C  0.3587  0.3097  -0.3891
O  1.3090  -0.3279  0.5006
C  -1.0900  0.1627  0.0772
C  -2.0183  0.8817  -0.9529
C  -2.8223  2.0062  -0.1848
C  -2.9956  -0.1610  -1.4718
H  0.5414  -0.3040  -1.2638
H  0.7588  1.3316  -0.4281
H  0.9806  -1.1876  0.7806
H  -1.1688  0.6051  1.0803
H  -1.2290  -0.8799  0.2753
H  -1.4842  1.3281  -1.7919
H  -3.9107  1.9516  -0.0432
H  -2.5193  2.0749  0.8971
H  -2.5340  2.9765  -0.5860
H  -3.6715  -0.5629  -0.7194
H  -2.3173  -1.0602  -1.7100
H  -3.5014  0.0497  -2.4478
H  2.8635  -1.1372  3.2555
H  2.7262  -1.9737  4.5579
O  2.3911  -1.8644  3.6668
H  6.0459  -0.8086  -0.7301
H  6.5358  -1.9509  -1.5881
O  6.7512  -1.4595  -0.7843

> Number 4 is which compound?

C5H16NO

> Which of these has the lowest energy relative to the best compared isomer or geometry (same formula, charge and spin)?

number 2